[1]
A 7-piece molecular cluster, C31H55Cl2N9O13S2 overall. Source: the OMol25 dataset; level of theory: ωB97M-V with the def2-TZVPD basis set.

Last column: Mulliken charge in e.
Cartesian coordinates (Å):
C (-2.72, -2.09, 3.69)  -0.470
C (-1.75, -3.44, 3.91)  -0.197
O (-0.42, -3.07, 3.42)  -0.369
C (0.00, -3.91, 2.27)  -0.929
C (-0.63, -3.37, 0.81)  0.387
C (-1.61, -4.36, -0.10)  0.550
S (-2.06, -6.07, 0.52)  -0.210
C (-2.22, -3.88, -1.58)  -0.191
C (-3.15, -4.84, -2.54)  -0.079
Cl (-2.16, -6.32, -3.10)  -0.151
C (-4.62, -5.21, -1.91)  0.122
C (-4.88, -6.81, -1.64)  -1.001
Cl (-5.04, -4.23, -0.36)  -0.151
C (-1.77, -2.34, -2.04)  -0.566
N (-2.24, -1.82, -3.38)  -0.277
C (-3.39, -1.08, -3.29)  0.709
C (-4.39, -1.05, -4.63)  -0.989
C (-3.87, -0.16, -2.01)  -0.602
C (-0.80, -1.35, -1.12)  0.143
N (-0.50, 0.01, -1.68)  -0.303
C (0.40, 0.83, -0.81)  0.013
C (0.82, 2.34, -1.36)  -0.526
S (-0.42, 2.97, -2.67)  -0.096
C (-1.41, 4.28, -1.70)  0.065
C (-2.89, 3.65, -1.38)  -0.567
C (0.97, 0.27, 0.60)  0.051
C (1.99, 1.29, 1.45)  -0.251
C (3.55, 1.03, 1.01)  -0.746
C (4.63, 1.08, 2.24)  0.797
C (6.13, 0.65, 1.67)  -1.029
C (4.31, 0.07, 3.49)  -1.176
N (0.68, -1.06, 1.25)  -0.281
C (-0.21, -1.83, 0.32)  0.359
H (-3.58, -2.33, 2.93)  0.188
H (-2.00, -1.22, 3.29)  -0.009
H (-3.17, -1.69, 4.69)  0.275
H (-1.63, -3.66, 5.07)  0.278
H (-2.19, -4.39, 3.38)  0.172
H (1.18, -3.74, 2.17)  0.231
H (-0.14, -5.06, 2.43)  0.371
H (-0.92, -6.85, 0.77)  0.158
H (-3.36, -4.21, -3.53)  0.200
H (-5.44, -4.87, -2.71)  0.256
H (-5.27, -7.33, -2.63)  0.325
H (-5.76, -6.90, -0.84)  0.304
H (-3.97, -7.39, -1.19)  0.237
H (-4.85, 0.05, -4.64)  0.323
H (-5.27, -1.81, -4.55)  0.160
H (-3.74, -1.14, -5.60)  0.253
H (-3.05, 0.68, -1.85)  -0.071
H (-4.86, 0.42, -2.33)  0.366
H (-4.09, -0.81, -1.06)  0.225
H (0.85, 3.15, -0.52)  0.115
H (1.91, 2.23, -1.78)  0.357
H (-1.54, 5.28, -2.31)  0.368
H (-0.84, 4.53, -0.71)  -0.310
H (-3.64, 4.56, -1.30)  0.316
H (-2.88, 3.12, -0.31)  -0.002
H (-3.16, 2.91, -2.25)  0.227
H (1.83, 0.99, 2.59)  0.239
H (1.66, 2.42, 1.37)  0.246
H (3.68, 0.01, 0.45)  0.383
H (3.89, 1.87, 0.23)  0.198
H (4.65, 2.21, 2.63)  0.094
H (6.69, 0.12, 2.58)  0.259
H (6.09, -0.11, 0.78)  0.327
H (6.81, 1.59, 1.40)  0.147
H (5.20, 0.01, 4.27)  0.339
H (3.35, 0.41, 4.12)  0.295
H (4.08, -1.04, 3.15)  0.235
C (-1.29, 6.19, 2.92)  -0.578
N (-1.67, 5.99, 1.49)  0.923
O (-0.81, 6.23, 0.64)  -0.544
O (-2.83, 5.60, 1.27)  -0.491
H (-0.26, 6.53, 2.96)  0.296
H (-1.96, 6.94, 3.34)  0.291
H (-1.40, 5.23, 3.42)  0.161
C (-4.04, 2.18, 3.63)  -0.800
N (-2.55, 2.19, 3.66)  0.827
O (-1.96, 1.24, 3.13)  -0.403
O (-2.01, 3.16, 4.21)  -0.579
H (-4.37, 1.28, 3.12)  0.296
H (-4.39, 2.19, 4.66)  0.318
H (-4.37, 3.07, 3.09)  0.288
C (-7.43, -2.05, -7.39)  -0.681
N (-8.03, -1.32, -6.24)  0.801
O (-7.27, -0.62, -5.56)  -0.471
O (-9.24, -1.47, -6.05)  -0.513
H (-6.36, -1.83, -7.44)  0.273
H (-7.60, -3.12, -7.23)  0.287
H (-7.94, -1.71, -8.30)  0.293
C (8.06, 3.61, 3.90)  -0.760
N (6.81, 4.39, 3.70)  0.820
O (6.84, 5.59, 4.00)  -0.531
O (5.84, 3.78, 3.23)  -0.542
H (8.83, 4.27, 4.31)  0.365
H (7.83, 2.80, 4.60)  0.290
H (8.37, 3.22, 2.93)  0.271
C (0.53, -1.81, -5.61)  -0.517
N (0.45, -1.70, -7.10)  0.851
O (0.51, -2.75, -7.74)  -0.524
O (0.34, -0.56, -7.57)  -0.521
H (0.63, -2.86, -5.34)  0.289
H (1.41, -1.24, -5.29)  0.283
H (-0.39, -1.39, -5.20)  0.121
C (12.67, 2.02, 3.85)  -0.706
N (11.42, 2.80, 3.64)  0.805
O (11.45, 4.00, 3.95)  -0.500
O (10.45, 2.19, 3.18)  -0.475
H (13.44, 2.68, 4.26)  0.299
H (12.44, 1.21, 4.55)  0.285
H (12.98, 1.63, 2.88)  0.286

* structure (SMILES): CCOCc1c(S)c([C@@H](Cl)[C@@H](C)Cl)c(N=C(C)C)c2nc(CSCC)c(CCC(C)C)nc12.C[N+](=O)[O-].C[N+](=O)[O-].C[N+](=O)[O-].C[N+](=O)[O-].C[N+](=O)[O-].C[N+](=O)[O-]
* lowest unoccupied orbital energy: -0.93 eV
* HOMO level: -7.79 eV
* frontier orbital gap: 6.852 eV
* max |F|: 0.1511 Eh/bohr

---

[2]
C31H55CrO6Si as an isolated structure. Source: the OMol25 dataset; level of theory: ωB97M-V with the def2-TZVPD basis set.

Last column: Mulliken charge in e.
Cartesian coordinates (Å):
O (-0.25, -0.12, -4.81)  -0.439
C (-0.31, 0.97, -5.85)  0.321
C (0.13, 0.13, -7.02)  -0.912
H (0.42, 1.75, -5.63)  -0.521
H (-1.34, 1.37, -5.95)  0.261
C (0.03, -0.97, -5.97)  1.781
H (1.15, 0.32, -7.33)  0.364
H (-0.56, 0.05, -7.83)  0.374
C (1.36, -1.69, -5.83)  -1.832
H (2.09, -1.05, -5.32)  0.315
H (1.76, -1.92, -6.82)  0.457
H (1.24, -2.63, -5.28)  0.414
C (-1.15, -1.85, -6.30)  -1.877
H (-2.07, -1.26, -6.21)  0.432
H (-1.21, -2.71, -5.62)  0.341
H (-1.09, -2.21, -7.32)  0.391
Cr (-0.15, -0.62, -0.76)  0.802
C (-2.01, -0.64, 0.66)  0.166
C (-1.86, 0.73, 0.27)  -0.326
C (-1.87, 0.81, -1.16)  -0.878
H (-1.83, 1.58, 0.95)  0.280
C (-2.06, -0.53, -1.68)  -0.909
C (-2.17, -1.42, -0.54)  -1.224
H (-2.48, -2.47, -0.55)  0.566
H (-2.09, -0.98, 1.68)  0.371
H (-1.93, 1.73, -1.72)  1.002
H (-2.18, -0.77, -2.73)  0.453
C (1.12, -2.35, 0.19)  0.893
C (0.36, -2.70, -0.95)  -1.956
C (0.89, -1.99, -2.09)  0.488
H (-0.45, -3.44, -0.98)  0.486
C (1.85, -1.05, -1.59)  -1.927
C (1.98, -1.25, -0.17)  -0.481
H (2.70, -0.76, 0.47)  0.104
H (1.16, -2.87, 1.15)  0.623
H (0.75, -2.25, -3.13)  0.317
H (2.45, -0.35, -2.17)  0.918
O (2.32, 2.11, -4.14)  -0.479
C (1.41, 1.74, -3.08)  1.176
C (0.19, 2.67, -3.08)  -0.187
H (1.92, 1.78, -2.10)  0.303
H (1.09, 0.69, -3.24)  -1.270
C (0.68, 3.94, -3.81)  -0.588
H (-0.17, 2.86, -2.06)  0.454
H (-0.64, 2.22, -3.64)  0.077
C (1.99, 3.49, -4.52)  -0.615
H (0.91, 4.73, -3.08)  0.283
H (-0.05, 4.31, -4.55)  0.244
H (2.87, 4.12, -4.29)  0.362
H (1.87, 3.50, -5.62)  0.229
C (1.98, 4.91, 3.05)  -1.824
C (2.28, 3.45, 3.38)  1.974
C (3.49, 2.93, 2.60)  -1.357
C (2.53, 3.30, 4.87)  -1.613
O (1.09, 2.71, 2.99)  -0.013
Si (0.87, 1.11, 2.57)  -2.781
O (0.85, 0.89, 1.01)  0.969
O (2.06, 0.33, 3.39)  0.673
C (2.29, -0.91, 4.08)  1.910
C (3.46, -1.62, 3.40)  -1.702
C (2.70, -0.61, 5.51)  -1.851
C (1.05, -1.79, 4.08)  -0.842
O (-0.56, 0.66, 3.30)  0.985
C (-1.32, 1.28, 4.35)  1.846
C (-2.55, 0.41, 4.55)  -1.995
C (-0.52, 1.36, 5.64)  -1.414
C (-1.76, 2.69, 3.97)  -1.588
H (2.85, 5.55, 3.26)  0.374
H (1.14, 5.28, 3.64)  0.357
H (1.74, 5.02, 1.98)  0.368
H (3.75, 1.91, 2.94)  0.066
H (3.27, 2.91, 1.53)  0.200
H (4.34, 3.59, 2.79)  0.555
H (1.68, 3.68, 5.45)  0.267
H (2.73, 2.26, 5.13)  0.100
H (3.42, 3.89, 5.16)  0.531
H (4.36, -0.99, 3.41)  0.327
H (3.68, -2.55, 3.95)  0.407
H (3.23, -1.88, 2.36)  0.242
H (1.90, -0.08, 6.06)  0.272
H (2.89, -1.56, 6.03)  0.477
H (3.61, 0.01, 5.55)  0.291
H (0.23, -1.29, 4.62)  0.022
H (0.73, -2.04, 3.06)  -0.183
H (1.26, -2.74, 4.59)  0.514
H (-2.25, -0.63, 4.78)  0.343
H (-3.15, 0.80, 5.38)  0.413
H (-3.18, 0.40, 3.65)  0.311
H (0.40, 1.94, 5.51)  -0.006
H (-1.14, 1.85, 6.41)  0.644
H (-0.27, 0.35, 6.00)  0.197
H (-0.90, 3.35, 3.80)  0.065
H (-2.40, 2.66, 3.08)  0.348
H (-2.36, 3.13, 4.79)  0.492

* net charge: -1
* lowest unoccupied orbital energy (alpha / beta): 2.48 / 2.48 eV
* HOMO level (alpha / beta): -2.15 / -4.49 eV
* frontier orbital gap (alpha / beta): 4.626 / 6.966 eV
* ΔE to the lowest compared entry with this formula, charge and spin: 0.000 eV
* max |F|: 0.0582 Eh/bohr
* multiplicity: 5

---

[3]
A 8-piece molecular cluster, C31H55F3N2O11 overall. Source: the OMol25 dataset; level of theory: ωB97M-V with the def2-TZVPD basis set.

Last column: Mulliken charge in e.
Cartesian coordinates (Å):
H (-1.54, -0.76, -1.03)  0.209
N (-1.80, 0.23, -0.93)  -0.589
C (-0.79, 0.97, -0.98)  -0.281
C (-1.02, 2.48, -0.84)  -1.084
C (-0.88, 2.97, 0.63)  2.069
C (0.30, 3.99, 0.68)  -1.621
N (1.55, 3.37, 0.23)  -0.249
O (-0.36, 1.89, 1.42)  -0.460
C (-1.41, 1.38, 2.15)  0.364
O (-1.51, 0.26, 2.45)  -0.474
O (-2.26, 2.41, 2.37)  -0.524
C (-2.14, 3.48, 1.39)  0.736
O (-1.96, 4.59, 2.23)  -0.627
C (-3.52, 3.44, 0.71)  -0.917
C (-3.94, 4.74, -0.05)  -0.934
C (-3.21, 5.00, -1.36)  0.737
F (-1.90, 5.33, -1.36)  -0.318
C (-3.82, 4.96, -2.54)  0.145
F (-3.72, 5.94, -3.42)  -0.248
F (-4.57, 3.96, -2.92)  -0.187
H (0.21, 0.53, -1.11)  0.511
H (-0.33, 3.00, -1.52)  0.373
H (-2.02, 2.65, -1.27)  0.115
H (0.47, 4.30, 1.72)  0.519
H (0.03, 4.88, 0.07)  0.211
H (2.33, 3.98, 0.46)  0.352
H (1.59, 3.30, -0.79)  0.179
H (-1.85, 5.39, 1.71)  0.449
H (-4.26, 3.33, 1.52)  0.425
H (-3.67, 2.56, 0.07)  0.441
H (-5.00, 4.64, -0.30)  0.342
H (-3.85, 5.66, 0.56)  0.386
C (1.31, -1.45, 6.43)  -1.010
C (2.09, -1.49, 5.13)  0.826
C (1.37, -1.02, 3.89)  -0.910
O (3.23, -1.88, 5.09)  -0.558
H (1.94, -1.81, 7.24)  0.218
H (1.01, -0.42, 6.65)  0.314
H (0.43, -2.09, 6.35)  0.321
H (1.07, 0.02, 4.00)  0.213
H (0.49, -1.64, 3.71)  0.350
H (2.04, -1.10, 3.04)  0.239
C (4.45, 0.56, 0.75)  -0.824
C (4.82, 1.91, 0.19)  0.719
C (6.28, 2.20, -0.01)  -1.160
O (3.96, 2.72, -0.09)  -0.526
H (3.36, 0.49, 0.84)  0.041
H (4.80, -0.23, 0.08)  0.377
H (4.89, 0.43, 1.73)  0.339
H (6.71, 1.48, -0.71)  0.320
H (6.81, 2.14, 0.94)  0.332
H (6.40, 3.20, -0.42)  0.314
C (5.07, -2.80, 7.55)  -0.781
C (5.02, -2.57, 9.04)  0.823
C (5.95, -3.40, 9.90)  -1.120
O (4.26, -1.76, 9.53)  -0.556
H (4.35, -2.15, 7.06)  0.034
H (6.07, -2.57, 7.17)  0.363
H (4.81, -3.84, 7.32)  0.314
H (6.98, -3.19, 9.62)  0.311
H (5.73, -4.46, 9.77)  0.306
H (5.80, -3.13, 10.94)  0.306
C (-1.94, -5.74, -0.43)  -0.969
C (-1.61, -4.38, -0.99)  0.789
C (-0.15, -4.04, -1.20)  -0.701
O (-2.48, -3.58, -1.26)  -0.580
H (-3.02, -5.84, -0.34)  0.347
H (-1.57, -6.51, -1.11)  0.217
H (-1.48, -5.86, 0.55)  0.284
H (0.29, -4.74, -1.91)  0.085
H (0.38, -4.09, -0.25)  0.279
H (-0.07, -3.03, -1.61)  0.249
C (0.09, 0.53, -6.43)  -1.250
C (-0.30, 0.68, -4.99)  0.870
C (-1.77, 0.69, -4.67)  -0.703
O (0.54, 0.78, -4.11)  -0.525
H (1.18, 0.53, -6.52)  0.316
H (-0.29, -0.42, -6.83)  0.329
H (-0.31, 1.36, -7.02)  0.325
H (-2.23, -0.25, -4.99)  0.356
H (-2.25, 1.53, -5.18)  0.301
H (-1.91, 0.80, -3.59)  -0.005
C (-6.78, 5.28, -7.59)  -1.047
C (-6.44, 3.95, -6.96)  0.819
C (-6.89, 3.73, -5.54)  -0.921
O (-5.84, 3.10, -7.57)  -0.555
H (-6.40, 5.30, -8.61)  0.293
H (-7.86, 5.41, -7.62)  0.320
H (-6.32, 6.09, -7.03)  0.287
H (-7.97, 3.80, -5.47)  0.361
H (-6.43, 4.47, -4.88)  0.175
H (-6.58, 2.74, -5.21)  0.269
C (1.64, -7.72, -2.57)  -1.106
C (1.59, -7.53, -1.07)  0.790
C (2.53, -8.36, -0.24)  -1.179
O (0.82, -6.73, -0.57)  -0.437
H (0.91, -7.07, -3.04)  0.265
H (2.63, -7.48, -2.94)  0.338
H (1.39, -8.76, -2.82)  0.354
H (3.56, -8.14, -0.51)  0.346
H (2.32, -9.42, -0.38)  0.343
H (2.38, -8.11, 0.82)  0.286

* structure (SMILES): [H]/N=C/C[C@]1(CN)OC(=O)O[C@]1(O)CCC(F)=C(F)F.CC(C)=O.CC(C)=O.CC(C)=O.CC(C)=O.CC(C)=O.CC(C)=O.CC(C)=O
* lowest unoccupied orbital energy: 0.46 eV
* HOMO level: -8.74 eV
* frontier orbital gap: 9.197 eV
* max |F|: 0.0828 Eh/bohr

---

[4]
C31H55LuN6O8PS as an isolated structure. Source: the OMol25 dataset; level of theory: ωB97M-V with the def2-TZVPD basis set.

Last column: Mulliken charge in e.
Cartesian coordinates (Å):
Lu (0.75, 0.42, 0.04)  1.092
O (2.20, -3.64, 1.08)  -0.538
C (3.61, -3.85, 0.88)  -0.512
C (4.44, -2.66, 1.38)  -0.813
N (3.99, -1.40, 0.83)  0.597
C (4.04, -0.26, 1.77)  -1.649
C (2.68, -0.27, 2.49)  0.649
O (2.58, -0.11, 3.71)  -0.690
O (1.69, -0.41, 1.67)  0.640
C (4.31, -1.18, -0.58)  -1.177
C (3.14, -1.03, -1.68)  0.465
O (3.53, -1.36, -2.78)  -0.746
O (2.01, -0.54, -1.34)  -0.601
H (2.11, -2.65, 1.20)  0.132
H (3.83, -3.96, -0.25)  0.236
H (3.92, -4.80, 1.33)  0.421
H (5.53, -2.86, 1.17)  0.354
H (4.36, -2.49, 2.49)  0.437
H (4.04, 0.64, 1.15)  0.166
H (4.87, -0.44, 2.43)  0.503
H (4.98, -2.03, -0.87)  0.302
H (4.85, -0.27, -0.72)  0.531
C (3.87, 4.04, -6.38)  -1.431
C (3.21, 3.66, -5.09)  1.102
C (3.91, 3.92, -3.86)  -0.737
C (3.32, 3.59, -2.69)  -0.714
C (2.00, 3.07, -2.67)  0.097
C (1.37, 2.72, -3.82)  0.255
C (1.93, 3.07, -5.05)  -1.122
S (1.13, 3.16, -1.12)  1.253
O (0.73, 4.50, -0.86)  -0.674
O (2.09, 2.57, -0.13)  -0.672
O (0.04, 2.14, -1.29)  -0.604
H (4.67, 3.33, -6.65)  0.279
H (4.34, 5.03, -6.33)  0.354
H (3.15, 4.06, -7.20)  0.366
H (4.94, 4.31, -3.85)  0.312
H (3.86, 3.72, -1.74)  0.337
H (0.43, 2.15, -3.77)  0.346
H (1.43, 2.80, -5.98)  0.331
C (-5.00, -1.30, -1.00)  -2.011
C (-3.74, -0.57, -0.49)  2.378
C (-4.05, 0.01, 0.90)  -2.324
C (-3.46, 0.69, -1.33)  -1.623
P (-2.15, -1.63, -0.43)  -1.347
N (-0.98, -0.70, -0.14)  1.527
C (-1.87, -2.48, -2.13)  2.874
C (-2.11, -1.51, -3.31)  -2.076
C (-2.68, -3.72, -2.31)  -2.051
C (-0.40, -2.87, -2.18)  -1.979
C (-2.28, -2.97, 1.00)  2.983
C (-3.63, -3.66, 0.96)  -2.144
C (-1.16, -3.95, 0.77)  -1.573
C (-2.10, -2.36, 2.32)  -1.580
H (-5.75, -0.60, -1.30)  0.574
H (-5.44, -1.94, -0.23)  0.311
H (-4.84, -1.95, -1.86)  0.236
H (-4.88, 0.76, 0.85)  0.542
H (-3.18, 0.52, 1.32)  0.238
H (-4.45, -0.73, 1.64)  0.269
H (-4.36, 1.32, -1.44)  0.548
H (-3.18, 0.53, -2.38)  0.400
H (-2.68, 1.25, -0.80)  0.049
H (-3.19, -1.30, -3.35)  0.297
H (-1.68, -1.90, -4.24)  0.550
H (-1.61, -0.60, -3.06)  0.270
H (-3.76, -3.56, -2.49)  0.238
H (-2.62, -4.46, -1.53)  0.344
H (-2.32, -4.20, -3.24)  0.549
H (0.28, -2.00, -2.31)  0.101
H (-0.27, -3.54, -3.07)  0.543
H (-0.02, -3.44, -1.32)  0.324
H (-3.90, -4.11, 0.01)  0.277
H (-4.40, -2.97, 1.23)  0.412
H (-3.69, -4.45, 1.72)  0.527
H (-1.37, -4.71, 0.01)  0.169
H (-0.97, -4.50, 1.72)  0.536
H (-0.20, -3.49, 0.57)  -0.188
H (-2.77, -1.53, 2.44)  0.207
H (-1.09, -1.95, 2.43)  -0.201
H (-2.33, -3.12, 3.10)  0.673
C (0.89, 2.79, 2.69)  -0.695
N (-0.24, 1.97, 2.12)  1.424
C (-1.38, 2.88, 1.99)  -0.817
N (-1.80, 3.49, 3.25)  -0.060
C (-0.63, 4.27, 3.77)  -0.752
N (0.57, 3.37, 3.99)  -0.021
C (0.14, 2.28, 4.92)  -0.730
N (-0.98, 1.52, 4.41)  0.123
C (-0.58, 0.97, 3.14)  0.246
C (-2.11, 2.37, 4.23)  -0.676
H (1.08, 3.62, 2.02)  0.359
H (1.74, 2.08, 2.87)  0.003
H (-2.25, 2.26, 1.66)  0.335
H (-1.16, 3.72, 1.30)  0.097
H (-0.93, 4.78, 4.68)  0.320
H (-0.36, 4.98, 3.00)  0.432
H (-0.18, 2.70, 5.87)  0.399
H (1.02, 1.67, 5.13)  0.357
H (-1.39, 0.34, 2.71)  -0.813
H (0.27, 0.28, 3.29)  0.059
H (-2.41, 2.84, 5.18)  0.316
H (-2.93, 1.78, 3.80)  0.362

* net charge: -1
* lowest unoccupied orbital energy: 2.53 eV
* HOMO level: -5.24 eV
* frontier orbital gap: 7.769 eV
* ΔE to the lowest compared entry with this formula, charge and spin: 0.953 eV
* max |F|: 0.0571 Eh/bohr

---

> Look up the max |F| of the fourth one.

0.0571 Eh/bohr